*one*
Molecular formula: C5H11ClN
Method: DFT, ωB97M-V/def2-TZVPD

Bonds (Å) are listed after each position.
Geometry (Å):
1 C -1.28227 0.60323 -0.85418  N2 1.473, H8 1.054, H9 1.020, H10 1.097
2 N -0.31291 -0.11708 -0.01164  C1 1.473, C3 1.496, C4 1.492, C5 1.432
3 C -0.27299 -1.57283 -0.35280  N2 1.496, H11 1.096, H12 1.079, H13 1.098
4 C -0.28579 0.14460 1.45666  N2 1.492, C5 1.516, H14 1.118, H15 1.100
5 C 0.73765 0.71416 0.49382  N2 1.432, C4 1.516, C6 1.654, H16 1.077
6 C 2.35853 0.38293 0.48409  C5 1.654, Cl7 1.735, H17 1.062, H18 1.034
7 Cl 2.60132 -0.98746 1.51984  C6 1.735
8 H -1.04518 0.30157 -1.83587  C1 1.054
9 H -2.21394 0.40502 -0.48872  C1 1.020
10 H -1.13190 1.68540 -0.75939  C1 1.097
11 H -0.08651 -1.77287 -1.41410  C3 1.096
12 H 0.53731 -2.14559 0.07084  C3 1.079
13 H -1.13112 -2.05514 0.13443  C3 1.098
14 H -0.05425 -0.88288 1.83119  C4 1.118
15 H -1.18811 0.60229 1.88743  C4 1.100
16 H 0.60101 1.77230 0.34679  C5 1.077
17 H 2.80589 1.25262 0.89718  C6 1.062
18 H 2.63216 0.15218 -0.48577  C6 1.034

Calculated values
**Kohn-Sham gap**: 12.10 eV
**Molar mass**: 120.60 g mol⁻¹
**Multiplicity**: 1
**Charge**: +1
**E_HOMO**: -14.9 eV
**SMILES**: C[N+]1(C)C[C@H]1CCl

---

*two*
Molecular formula: C5H11ClN
Method: DFT, ωB97M-V/def2-TZVPD

Bonds (Å) are listed after each position.
Geometry (Å):
1 C 1.63186 -1.79006 0.84116  C2 1.322, H8 1.090, H9 1.123
2 C 1.54651 -0.58520 0.30367  C1 1.322, Cl3 1.782, C4 1.691
3 Cl 2.95132 0.33979 -0.28620  C2 1.782
4 C 0.15950 0.37980 0.37586  C2 1.691, N5 1.544, C6 1.561, H10 1.035
5 N 0.56773 1.86646 0.45482  C4 1.544, H11 0.969, H12 1.105, H13 1.027
6 C -0.78333 0.05734 -0.82601  C4 1.561, C7 1.563, H14 1.105, H15 1.109
7 C -2.20471 -0.57502 -0.67202  C6 1.563, H16 1.028, H17 1.081, H18 1.066
8 H 2.50007 -2.43686 0.71588  C1 1.090
9 H 0.70119 -2.37370 1.07452  C1 1.123
10 H -0.21159 0.08892 1.29721  C4 1.035
11 H 1.49551 1.98800 0.20346  N5 0.969
12 H 0.68261 2.41570 1.40699  N5 1.105
13 H -0.06709 2.44578 -0.10830  N5 1.027
14 H -0.30300 -0.67406 -1.50117  C6 1.105
15 H -0.91858 1.02197 -1.35618  C6 1.109
16 H -2.83294 0.16453 -0.33295  C7 1.028
17 H -2.16064 -1.46110 -0.05495  C7 1.081
18 H -2.75441 -0.87229 -1.53581  C7 1.066

Calculated values
**Kohn-Sham gap**: 10.39 eV
**Molar mass**: 120.60 g mol⁻¹
**Multiplicity**: 1
**Charge**: +1
**E_HOMO**: -14.0 eV
**SMILES**: C=C(Cl)[C@@H]([NH3+])CC

---

Calculated relative energies: *one* 0.0028; *two* 0.0000, given in hartree

---

*one*
Molecular formula: C4H5O5S
Method: DFT, ωB97M-V/def2-TZVPD

Bonds (Å) are listed after each position.
Geometry (Å):
1 C 0.27920 -0.68562 -2.16123  C2 1.300, H11 1.047, H12 1.087
2 C -0.73888 -0.39954 -1.40579  C1 1.300, C3 1.521, S6 1.832
3 C -1.56482 0.87626 -1.47249  C2 1.521, O4 1.243, O5 1.238
4 O -2.55620 0.79231 -2.21722  C3 1.243
5 O -1.05816 1.78543 -0.80173  C3 1.238
6 S -0.78497 -1.55505 0.01570  C2 1.832, O7 1.443, O8 1.466, O9 1.618
7 O -2.03341 -1.67377 0.73014  S6 1.443
8 O -0.05019 -2.76485 -0.36456  S6 1.466
9 O 0.18296 -0.71566 1.00348  S6 1.618, C10 1.409
10 C -0.49839 0.31956 1.67434  O9 1.409, H13 1.061, H14 1.046, H15 1.120
11 H 0.92842 -1.44052 -1.83853  C1 1.047
12 H 0.64862 0.00246 -2.91751  C1 1.087
13 H -1.54950 0.17985 1.62504  C10 1.061
14 H -0.43736 1.31825 1.36870  C10 1.046
15 H 0.04660 0.44095 2.64532  C10 1.120

Calculated values
**Kohn-Sham gap**: 8.58 eV
**Molar mass**: 165.15 g mol⁻¹
**Multiplicity**: 1
**Charge**: -1
**E_HOMO**: -5.0 eV
**SMILES**: C=C(C(=O)[O-])S(=O)(=O)OC

---

*two*
Molecular formula: C4H5O5S
Method: DFT, ωB97M-V/def2-TZVPD

Bonds (Å) are listed after each position.
Geometry (Å):
1 C -0.70914 0.78533 0.41471  C2 1.507, H11 1.105, H12 1.081, H13 1.093
2 C -0.26894 -0.59886 0.01255  C1 1.507, O3 1.334, C4 1.445
3 O -1.13281 -1.58090 -0.24859  C2 1.334, H14 0.923
4 C 1.14321 -0.86996 -0.13397  C2 1.445, C5 1.406, S7 1.858
5 C 1.62623 -2.18262 0.01384  C4 1.406, O6 1.224, H15 1.222
6 O 1.01478 -3.20414 0.29831  C5 1.224
7 S 2.48455 0.41525 -0.12181  C4 1.858, O8 1.464, O9 1.479, O10 1.451
8 O 3.77366 -0.27945 -0.12872  S7 1.464
9 O 2.12535 1.02370 1.17721  S7 1.479
10 O 2.19809 1.32455 -1.21517  S7 1.451
11 H -1.76149 1.07018 0.23340  C1 1.105
12 H -0.11443 1.58836 0.00246  C1 1.081
13 H -0.57355 0.89105 1.49453  C1 1.093
14 H -1.79950 -1.43644 0.37243  O3 0.923
15 H 2.84162 -2.21079 -0.10916  C5 1.222

Calculated values
**Kohn-Sham gap**: 8.12 eV
**Molar mass**: 165.15 g mol⁻¹
**Multiplicity**: 1
**Charge**: -1
**E_HOMO**: -4.9 eV
**SMILES**: C/C(O)=C(/C=O)S(=O)(=O)[O-]

---

Calculated relative energies: *one* 0.0156; *two* 0.0000, given in hartree